No. 1
Here is 14 unconnected molecules or ions with the total composition C64H156N8O14 from the OMol25 dataset. Energies are from ωB97M-V/def2-TZVPD.

```
! RIJCOSX wB97M-V def2-TZVPD def2/J DEFGRID3
* xyz 0 1
C 19.856 1.665 -10.932
C 18.800 0.876 -11.697
C 19.019 -0.670 -11.604
O 20.352 -1.104 -11.987
C 20.672 -2.445 -11.535
N 17.468 1.237 -11.283
H 19.446 2.673 -10.999
H 20.903 1.533 -11.204
H 19.735 1.543 -9.855
H 18.911 1.339 -12.678
H 18.172 -1.182 -12.061
H 18.905 -0.950 -10.557
H 21.690 -2.790 -11.714
H 19.996 -3.231 -11.871
H 20.567 -2.542 -10.454
H 16.777 0.589 -11.633
H 17.442 1.150 -10.278
C 22.432 -1.997 -14.993
C 22.436 -0.471 -14.725
C 23.063 0.354 -15.936
O 23.044 1.770 -15.685
C 23.054 2.516 -16.890
N 21.021 -0.167 -14.522
H 21.943 -2.262 -15.930
H 21.991 -2.575 -14.180
H 23.474 -2.294 -15.113
H 23.012 -0.249 -13.826
H 22.447 0.146 -16.811
H 24.075 0.022 -16.166
H 22.066 2.422 -17.342
H 23.846 2.183 -17.561
H 23.295 3.558 -16.681
H 20.747 -0.486 -13.604
H 20.865 0.826 -14.422
C 14.081 2.808 -10.221
C 12.876 3.193 -11.011
C 13.267 4.033 -12.234
O 12.138 4.555 -12.870
C 12.359 5.310 -14.051
N 12.184 1.989 -11.363
H 13.737 2.270 -9.337
H 14.642 3.646 -9.807
H 14.758 2.170 -10.787
H 12.223 3.753 -10.341
H 13.974 3.430 -12.803
H 13.862 4.900 -11.946
H 13.091 4.781 -14.661
H 12.716 6.315 -13.826
H 11.498 5.449 -14.704
H 11.333 2.336 -11.781
H 11.786 1.660 -10.495
C 21.847 -5.685 -10.622
C 23.313 -5.567 -11.075
C 24.229 -4.916 -10.023
O 24.487 -5.875 -8.964
C 25.436 -5.465 -8.048
N 23.807 -6.832 -11.519
H 21.278 -5.848 -11.537
H 21.587 -4.725 -10.175
H 21.668 -6.453 -9.869
H 23.355 -4.856 -11.900
H 23.962 -3.916 -9.681
H 25.229 -4.775 -10.430
H 25.228 -4.507 -7.571
H 26.452 -5.378 -8.432
H 25.540 -6.065 -7.143
H 23.966 -7.350 -10.666
H 24.757 -6.680 -11.826
C 15.122 -9.111 -12.881
C 15.016 -8.125 -11.679
C 15.730 -8.803 -10.500
C 17.283 -8.677 -10.531
C 17.595 -7.189 -10.575
C 17.121 -6.494 -11.851
N 15.652 -6.790 -12.076
O 15.170 -6.310 -13.282
C 17.294 -4.975 -11.685
C 17.906 -6.971 -13.115
C 13.607 -7.861 -11.216
H 14.610 -8.676 -13.740
H 14.671 -10.093 -12.741
H 16.136 -9.292 -13.239
H 15.326 -8.561 -9.517
H 15.554 -9.868 -10.648
H 17.692 -9.321 -11.309
H 17.719 -9.154 -9.652
H 18.659 -6.991 -10.453
H 17.035 -6.748 -9.750
H 18.354 -4.821 -11.482
H 17.068 -4.433 -12.602
H 16.687 -4.633 -10.847
H 17.849 -8.020 -13.404
H 17.769 -6.459 -14.068
H 18.955 -6.880 -12.834
H 13.178 -8.674 -10.630
H 12.961 -7.535 -12.031
H 13.671 -7.041 -10.500
H 15.581 -6.827 -13.979
C 12.870 -1.656 -11.210
C 13.984 -1.941 -12.287
C 13.474 -3.214 -13.032
C 14.050 -3.432 -14.380
C 13.998 -2.158 -15.223
C 14.664 -0.954 -14.508
N 14.091 -0.761 -13.196
O 14.423 0.426 -12.557
C 16.169 -1.160 -14.538
C 14.398 0.257 -15.419
C 15.307 -2.353 -11.636
H 12.143 -0.894 -11.489
H 13.371 -1.264 -10.325
H 12.262 -2.519 -10.939
H 13.678 -4.170 -12.549
H 12.385 -3.212 -13.054
H 13.562 -4.259 -14.896
H 15.081 -3.759 -14.244
H 12.988 -2.059 -15.620
H 14.595 -2.388 -16.106
H 16.457 -1.029 -15.581
H 16.761 -0.475 -13.931
H 16.547 -2.178 -14.452
H 14.839 1.191 -15.071
H 14.753 0.159 -16.445
H 13.352 0.459 -15.649
H 15.196 -3.130 -10.880
H 15.758 -1.515 -11.104
H 16.058 -2.592 -12.390
H 13.592 0.892 -12.442
C 24.038 2.832 -6.296
C 23.647 2.173 -7.610
C 24.181 3.066 -8.716
C 24.256 2.387 -10.092
C 25.085 1.119 -9.976
C 24.461 0.063 -8.924
N 24.294 0.798 -7.622
O 23.884 -0.075 -6.619
C 23.104 -0.531 -9.462
C 25.524 -1.148 -8.747
C 22.098 2.004 -7.718
H 23.867 3.900 -6.161
H 25.124 2.773 -6.219
H 23.654 2.290 -5.432
H 23.507 3.911 -8.854
H 25.145 3.493 -8.440
H 24.577 3.123 -10.829
H 23.250 2.063 -10.358
H 26.035 1.365 -9.501
H 25.184 0.523 -10.883
H 23.260 -1.568 -9.760
H 22.276 -0.560 -8.753
H 22.811 -0.124 -10.430
H 25.190 -1.994 -8.146
H 26.029 -1.529 -9.634
H 26.380 -0.770 -8.188
H 21.749 1.632 -8.681
H 21.528 2.887 -7.428
H 21.855 1.203 -7.019
H 24.634 0.003 -6.024
C 19.805 -6.097 -7.114
C 20.109 -4.972 -6.043
C 21.099 -3.939 -6.683
C 20.371 -2.993 -7.626
C 19.157 -2.238 -6.920
C 18.170 -3.235 -6.247
N 18.913 -4.291 -5.532
O 18.084 -5.198 -4.923
C 17.320 -2.373 -5.322
C 17.208 -3.767 -7.354
C 20.879 -5.546 -4.805
H 20.594 -6.838 -7.246
H 19.708 -5.659 -8.107
H 18.908 -6.648 -6.830
H 21.403 -3.280 -5.869
H 21.977 -4.471 -7.049
H 20.020 -3.464 -8.544
H 21.025 -2.243 -8.072
H 18.643 -1.784 -7.767
H 19.645 -1.547 -6.232
H 16.820 -1.649 -5.966
H 16.589 -3.003 -4.815
H 17.936 -1.972 -4.518
H 16.561 -3.022 -7.817
H 17.618 -4.315 -8.202
H 16.535 -4.499 -6.907
H 21.024 -4.829 -3.998
H 21.877 -5.870 -5.102
H 20.409 -6.406 -4.328
H 18.211 -5.084 -3.978
C 16.114 4.572 -14.799
C 17.148 3.804 -13.956
O 16.604 3.637 -12.630
H 15.934 5.562 -14.381
H 15.201 3.986 -14.907
H 16.524 4.571 -15.809
H 18.111 4.299 -13.829
H 17.417 2.844 -14.396
H 16.791 2.739 -12.346
C 18.739 4.732 -8.866
C 17.375 4.111 -9.278
O 16.855 5.018 -10.232
H 18.821 5.819 -8.881
H 19.469 4.350 -9.579
H 18.922 4.292 -7.886
H 16.702 4.130 -8.421
H 17.588 3.182 -9.805
H 16.990 4.586 -11.079
C 19.645 -4.536 -15.016
C 19.462 -5.515 -16.202
O 19.650 -6.811 -15.812
H 20.679 -4.334 -14.738
H 19.098 -4.830 -14.120
H 19.148 -3.634 -15.373
H 20.057 -5.152 -17.040
H 18.480 -5.310 -16.629
H 20.420 -6.817 -15.239
C 15.828 0.215 -8.610
C 16.471 1.020 -7.460
O 17.802 1.330 -7.756
H 15.482 0.851 -9.425
H 14.917 -0.286 -8.280
H 16.519 -0.495 -9.062
H 16.458 0.592 -6.458
H 15.846 1.912 -7.415
H 18.114 2.009 -7.154
C 17.715 1.518 -17.608
C 18.864 1.417 -16.623
O 19.398 0.106 -16.877
H 18.136 1.640 -18.606
H 17.001 2.339 -17.540
H 17.126 0.605 -17.519
H 18.570 1.447 -15.574
H 19.675 2.137 -16.726
H 20.032 -0.052 -16.174
C 21.281 4.924 -12.427
C 22.084 3.889 -13.114
O 21.355 2.904 -13.875
H 20.900 5.558 -13.227
H 21.785 5.554 -11.694
H 20.434 4.416 -11.965
H 22.638 3.323 -12.365
H 22.714 4.368 -13.863
H 22.022 2.529 -14.455
*
```

Output
Kohn-Sham gap ... 8.2 eV
Electronic energy ... -109473.230 eV
Relative energy (zero: lowest compared OMol25 entry of this formula, charge and spin) ... 32.4 kJ/mol
Maximum force ... 3.12 eV/A

Atom charges from the Löwdin analysis, given in e for atoms 1 to 2:
1 C -0.033
2 C -0.391

No. 2
Here is 9 unconnected molecules or ions with the total composition C64H160N8O12P from the OMol25 dataset. Energies are from ωB97M-V/def2-TZVPD.

```
! RIJCOSX wB97M-V def2-TZVPD def2/J DEFGRID3
* xyz 5 1
P 12.407 -16.559 -11.690
O 13.938 -17.030 -11.722
O 12.058 -15.410 -10.592
O 11.444 -17.753 -11.277
O 11.988 -16.085 -13.120
C 6.262 -7.629 -10.174
C 7.338 -8.373 -9.330
N 7.057 -9.923 -9.170
C 7.167 -10.538 -10.563
C 8.282 -10.478 -8.360
C 8.380 -12.076 -8.261
C 5.587 -10.140 -8.669
C 5.219 -9.665 -7.261
O 5.999 -10.361 -6.268
C 5.915 -9.727 -4.948
H 5.361 -7.367 -9.619
H 6.111 -8.027 -11.177
H 6.641 -6.629 -10.387
H 7.423 -8.088 -8.282
H 8.355 -8.307 -9.716
H 8.118 -10.259 -11.016
H 6.301 -10.419 -11.215
H 7.105 -11.621 -10.455
H 8.257 -10.036 -7.364
H 9.229 -10.084 -8.729
H 7.399 -12.551 -8.222
H 8.992 -12.396 -7.417
H 8.879 -12.452 -9.154
H 5.561 -11.226 -8.766
H 4.947 -9.731 -9.451
H 4.158 -9.802 -7.054
H 5.435 -8.597 -7.235
H 4.860 -9.496 -4.802
H 6.523 -8.822 -4.950
H 6.163 -10.440 -4.162
C 12.831 -22.477 -9.832
C 14.147 -21.806 -10.185
N 14.137 -20.365 -10.682
C 13.535 -19.548 -9.536
C 15.568 -19.818 -10.953
C 16.581 -19.979 -9.899
C 13.145 -20.190 -11.912
C 13.369 -21.115 -13.135
O 14.737 -21.538 -13.324
C 15.060 -22.288 -14.472
H 12.387 -21.855 -9.055
H 12.985 -23.467 -9.404
H 12.177 -22.488 -10.704
H 14.851 -22.362 -10.805
H 14.749 -21.827 -9.276
H 14.112 -19.776 -8.640
H 12.467 -19.713 -9.390
H 13.707 -18.560 -9.963
H 15.467 -18.755 -11.171
H 15.868 -20.229 -11.917
H 17.535 -19.539 -10.190
H 16.813 -20.984 -9.545
H 16.243 -19.356 -9.070
H 13.198 -19.130 -12.162
H 12.120 -20.416 -11.620
H 13.072 -20.352 -13.854
H 12.800 -22.037 -13.258
H 14.722 -23.320 -14.378
H 16.125 -22.358 -14.694
H 14.639 -21.746 -15.319
C 11.201 -10.762 -10.540
C 10.904 -10.934 -12.046
N 11.263 -12.402 -12.585
C 10.231 -13.383 -12.089
C 10.957 -12.305 -14.127
C 11.055 -13.627 -14.998
C 12.710 -12.838 -12.157
C 13.868 -11.964 -12.619
O 13.981 -11.833 -13.996
C 15.206 -11.340 -14.451
H 10.744 -11.568 -9.966
H 10.863 -9.796 -10.166
H 12.225 -10.850 -10.177
H 11.519 -10.298 -12.683
H 9.882 -10.738 -12.368
H 10.458 -13.478 -11.027
H 10.503 -14.355 -12.502
H 9.252 -12.964 -12.322
H 11.641 -11.561 -14.536
H 9.934 -11.936 -14.186
H 11.260 -13.405 -16.046
H 10.077 -14.107 -14.967
H 11.777 -14.357 -14.633
H 12.801 -13.893 -12.415
H 12.612 -12.775 -11.073
H 14.772 -12.330 -12.132
H 13.616 -10.994 -12.191
H 15.263 -11.261 -15.537
H 16.080 -11.873 -14.079
H 15.318 -10.300 -14.143
C 7.797 -14.002 -20.877
C 9.158 -14.286 -21.618
N 9.922 -15.521 -21.103
C 11.179 -15.612 -21.919
C 10.343 -15.236 -19.619
C 10.975 -16.442 -18.925
C 9.007 -16.770 -21.143
C 8.229 -17.074 -22.454
O 9.077 -17.465 -23.489
C 8.282 -18.013 -24.584
H 7.836 -13.312 -20.034
H 7.207 -14.894 -20.667
H 7.048 -13.581 -21.547
H 9.812 -13.426 -21.479
H 9.125 -14.493 -22.687
H 11.858 -14.773 -21.768
H 10.779 -15.602 -22.933
H 11.634 -16.584 -21.726
H 9.488 -14.826 -19.082
H 11.045 -14.411 -19.737
H 11.868 -16.842 -19.406
H 10.319 -17.300 -18.778
H 11.235 -16.093 -17.926
H 8.301 -16.613 -20.328
H 9.529 -17.672 -20.821
H 7.493 -16.305 -22.689
H 7.788 -18.044 -22.222
H 8.857 -18.617 -25.287
H 7.880 -17.171 -25.147
H 7.415 -18.583 -24.251
C 8.812 -15.472 -6.514
C 8.202 -16.678 -7.389
N 9.030 -16.983 -8.693
C 10.472 -17.278 -8.204
C 8.532 -18.370 -9.379
C 6.979 -18.641 -9.463
C 9.037 -15.798 -9.721
C 7.714 -15.380 -10.334
O 6.941 -14.540 -9.459
C 5.580 -14.583 -9.821
H 8.122 -14.661 -6.281
H 9.737 -14.972 -6.802
H 9.034 -15.858 -5.519
H 7.159 -16.528 -7.668
H 8.216 -17.615 -6.834
H 11.099 -17.704 -8.988
H 10.476 -18.021 -7.407
H 10.867 -16.333 -7.831
H 9.046 -19.224 -8.938
H 9.025 -18.347 -10.351
H 6.328 -17.804 -9.716
H 6.587 -18.876 -8.474
H 6.819 -19.514 -10.095
H 9.686 -16.173 -10.513
H 9.587 -15.047 -9.153
H 7.249 -16.199 -10.883
H 7.976 -14.743 -11.180
H 5.457 -14.563 -10.904
H 4.983 -13.812 -9.333
H 5.324 -15.572 -9.442
C 14.254 -16.397 -7.068
C 14.194 -15.651 -8.404
N 15.570 -15.145 -8.886
C 15.367 -14.299 -10.193
C 16.287 -14.248 -7.786
C 15.352 -13.199 -7.162
C 16.545 -16.284 -9.322
C 17.848 -15.819 -10.071
O 18.617 -14.748 -9.568
C 19.390 -15.139 -8.434
H 13.295 -16.890 -6.906
H 14.481 -15.788 -6.194
H 14.960 -17.226 -7.014
H 13.521 -14.798 -8.321
H 13.765 -16.308 -9.161
H 14.667 -13.480 -10.027
H 14.960 -15.020 -10.903
H 16.257 -13.831 -10.614
H 17.132 -13.765 -8.276
H 16.699 -14.881 -7.001
H 14.980 -12.576 -7.976
H 15.837 -12.452 -6.535
H 14.449 -13.649 -6.751
H 15.927 -16.848 -10.021
H 16.742 -16.798 -8.381
H 17.677 -15.593 -11.124
H 18.517 -16.679 -10.083
H 19.938 -14.261 -8.093
H 19.924 -16.077 -8.588
H 18.789 -15.324 -7.544
C 13.983 -14.956 -16.131
C 15.270 -15.822 -16.296
N 15.675 -16.753 -15.033
C 14.576 -17.800 -14.748
C 16.916 -17.588 -15.479
C 17.570 -18.288 -14.276
C 15.815 -15.909 -13.710
C 16.808 -14.712 -13.900
O 18.086 -15.302 -14.277
C 19.174 -14.404 -14.305
H 13.736 -14.568 -17.119
H 14.167 -14.114 -15.463
H 13.191 -15.549 -15.675
H 16.190 -15.272 -16.492
H 15.250 -16.446 -17.189
H 14.638 -18.078 -13.696
H 14.671 -18.604 -15.478
H 13.576 -17.369 -14.703
H 17.602 -16.992 -16.081
H 16.621 -18.259 -16.285
H 16.984 -19.110 -13.864
H 17.795 -17.679 -13.401
H 18.527 -18.705 -14.588
H 16.080 -16.507 -12.838
H 14.826 -15.480 -13.547
H 16.800 -14.191 -12.943
H 16.584 -14.046 -14.733
H 19.051 -13.631 -15.063
H 20.052 -14.984 -14.590
H 19.436 -13.898 -13.376
C 8.246 -20.496 -12.711
C 9.468 -19.627 -12.967
N 9.303 -18.522 -14.119
C 8.250 -18.987 -15.166
C 8.774 -17.232 -13.398
C 8.282 -16.081 -14.270
C 10.748 -18.225 -14.719
C 11.154 -19.158 -15.912
O 11.143 -20.481 -15.568
C 11.451 -21.351 -16.593
H 8.344 -20.982 -11.741
H 8.131 -21.223 -13.516
H 7.325 -19.925 -12.600
H 10.261 -20.297 -13.297
H 9.872 -19.197 -12.050
H 8.279 -18.242 -15.961
H 7.262 -18.978 -14.706
H 8.624 -19.970 -15.450
H 9.579 -16.893 -12.745
H 7.995 -17.595 -12.728
H 7.255 -16.227 -14.605
H 8.976 -15.932 -15.098
H 8.245 -15.116 -13.766
H 11.462 -18.332 -13.903
H 10.786 -17.213 -15.121
H 12.190 -18.862 -16.077
H 10.525 -18.796 -16.724
H 10.785 -21.480 -17.446
H 11.525 -22.321 -16.099
H 12.381 -21.056 -17.079
*
```

Output
Kohn-Sham gap ... 7.1 eV
Electronic energy ... -114690.057 eV
Maximum force ... 2.83 eV/A

Atom charges from the Löwdin analysis, given in e for atoms 1 to 2:
1 P 0.118
2 O -0.454

Question: Look up the Kohn-Sham gap of the first one.
Answer: 8.2 eV